The following is a quantum chemistry calculation of the ion C3H10NO with charge +1 at a distorted geometry, from the OMol25 dataset.

Output
F_max: 1.95 eV/A
frontier orbital gap: 12.19 eV
SMILES: C[C@H]([NH3+])CO
relative energy (zero: lowest compared OMol25 entry of this formula, charge and spin): 8.31 kcal/mol
DFT total energy: -6803.95030 eV

ORCA input file:
```
! wB97M-V def2-TZVPD RIJCOSX def2/J DEFGRID3
* xyz 1 1
C -0.61 0.24 1.09
O 0.13 -0.55 1.99
C 0.22 0.50 -0.17
C -0.65 0.54 -1.42
N 1.15 -0.80 -0.30
H -0.93 1.19 1.51
H -1.52 -0.27 0.73
H -0.38 -0.67 2.80
H 0.98 1.28 -0.08
H -1.59 1.03 -1.18
H -0.13 1.01 -2.25
H -0.85 -0.49 -1.73
H 0.98 -1.32 -1.16
H 1.10 -1.28 0.60
H 2.09 -0.43 -0.43
*
```

Let us look at the Löwdin charges, expressed in e, one per atom: -0.20 -0.05 -0.24 -0.03 0.22 0.14 0.14 0.13 0.15 0.10 0.10 0.10 0.16 0.14 0.16